No. 1
This record from OMol25 describes an isolated molecule of C3H7NO. The level of theory is ωB97M-V with the def2-TZVPD basis set.

DFT total energy = -6760.13694 eV
gap between HOMO and LUMO = 10.64 eV
maximum force = 0.998 eV Å⁻¹
ΔE to the lowest compared entry with this formula, charge and spin = 60.3 kcal/mol
E_LUMO = 1.0 eV

Last column: Löwdin charge in e.
Cartesian coordinates (Å):
C  -1.32  -0.36  0.03  -0.04
C  0.14  0.00  -0.14  -0.40
C  1.24  -0.96  0.19  -0.05
N  0.58  1.18  -0.36  0.00
O  -0.36  2.21  -0.19  -0.08
H  -1.42  -1.43  -0.18  0.08
H  -1.92  0.21  -0.68  0.08
H  -1.70  -0.15  1.04  0.09
H  1.46  -1.67  -0.61  0.08
H  0.94  -1.49  1.11  0.08
H  2.12  -0.35  0.44  0.08
H  0.27  2.76  0.31  0.09

---

No. 2
This record from OMol25 describes an isolated molecule of C5H8O. The level of theory is ωB97M-V with the def2-TZVPD basis set.

DFT total energy = -7356.76221 eV
gap between HOMO and LUMO (spin up / spin down) = 7.60 / 7.60 eV
maximum force = 0.469 eV Å⁻¹
ΔE to the lowest compared entry with this formula, charge and spin = 126.7 kcal/mol
E_LUMO (spin up / spin down) = -0.2 / -0.2 eV

Last column: Löwdin charge in e.
Cartesian coordinates (Å):
C  2.85  -0.06  -0.07  0.02
C  1.47  -0.20  -0.15  -0.28
C  0.28  -0.20  -0.65  0.05
C  -1.04  0.34  -0.29  -0.48
C  -2.06  -0.78  -0.11  -0.06
O  -1.11  1.15  0.89  -0.05
H  3.42  -0.66  0.63  0.06
H  1.65  0.00  1.00  0.18
H  3.38  0.69  -0.66  0.07
H  -1.35  0.94  -1.17  0.14
H  -1.81  -1.37  0.78  0.09
H  -3.06  -0.36  0.03  0.08
H  -2.05  -1.43  -0.98  0.08
H  -0.58  1.94  0.74  0.09

---

No. 3
This record from OMol25 describes C22H35Cl3N3O6Pt as an isolated structure in a non-equilibrium geometry. The level of theory is ωB97M-V with the def2-TZVPD basis set.

DFT total energy = -80949.54238 eV
gap between HOMO and LUMO (spin up / spin down) = 5.68 / 6.35 eV
net charge = -1
maximum force = 4.092 eV Å⁻¹
ΔE to the lowest compared entry with this formula, charge and spin = 0.0 kcal/mol
E_LUMO (spin up / spin down) = 2.4 / 2.4 eV
multiplicity = 3
expectation value of S² = 2.056

Last column: Mulliken spin population.
Cartesian coordinates (Å):
O  0.93  -0.19  -1.64  0.06
C  -0.17  -0.03  -2.40  0.06
C  -0.07  1.34  -3.10  0.02
C  0.37  2.44  -2.37  0.00
H  0.55  2.31  -1.30  0.00
C  0.65  3.65  -3.01  0.00
H  1.07  4.50  -2.44  0.00
C  0.38  3.78  -4.38  0.00
H  0.55  4.73  -4.89  0.00
C  -0.15  2.69  -5.10  0.00
H  -0.39  2.77  -6.16  0.00
C  -0.36  1.45  -4.46  -0.02
H  -0.70  0.59  -5.01  0.00
H  -0.28  -0.81  -3.23  0.00
C  -2.22  -1.67  -1.84  0.04
C  -1.63  -0.24  -1.48  0.00
H  -3.06  -1.73  -2.57  -0.01
H  -2.54  -2.11  -0.88  0.00
H  -1.47  -2.30  -2.31  0.01
C  -2.50  0.82  -1.66  0.27
C  -3.99  0.75  -1.62  -0.05
H  -2.16  1.84  -1.88  0.05
H  -4.42  1.15  -2.57  0.03
H  -4.39  1.43  -0.83  0.03
H  -4.43  -0.26  -1.49  0.00
Pt  -0.60  -0.42  0.43  1.07
Cl  -2.88  -0.44  1.18  0.17
C  -1.00  -0.24  3.58  0.01
O  -0.33  -0.97  2.81  0.05
N  -1.03  -0.37  4.92  0.00
C  -0.45  -1.52  5.56  0.00
C  -1.85  0.51  5.77  0.00
H  -1.66  0.55  3.22  0.00
H  0.18  -2.03  4.82  0.00
H  -1.24  -2.20  5.92  0.00
H  0.16  -1.17  6.41  0.00
H  -2.02  1.45  5.23  0.00
H  -1.33  0.73  6.71  0.00
H  -2.82  0.07  6.01  0.00
H  4.85  1.43  -1.42  0.00
H  4.80  1.63  1.13  0.00
C  3.74  1.41  -1.39  0.00
C  3.70  1.61  1.09  0.00
N  3.26  0.89  -0.10  0.00
H  3.36  0.77  -2.19  0.00
C  2.49  -0.21  -0.01  0.04
O  1.69  -0.48  0.93  0.02
H  3.30  1.10  1.98  0.00
H  2.69  -0.92  -0.85  0.01
H  3.42  2.45  -1.55  0.00
H  3.35  2.64  1.07  0.00
H  -0.10  -5.66  1.30  0.00
H  2.03  -5.87  -0.48  0.00
C  -0.54  -5.24  0.39  0.00
C  1.43  -5.21  -1.12  0.00
N  0.46  -4.47  -0.34  0.00
H  -1.39  -4.61  0.66  0.00
C  0.52  -3.14  -0.24  0.01
O  -0.39  -2.54  0.42  0.03
H  2.10  -4.50  -1.62  0.00
H  1.36  -2.65  -0.77  0.00
H  -0.86  -6.05  -0.27  0.00
H  0.91  -5.81  -1.88  0.00
Cl  -1.21  4.57  2.15  0.00
C  0.23  3.81  1.45  0.01
Cl  1.75  4.42  2.13  0.00
C  0.09  2.29  1.71  0.01
O  0.31  1.87  2.86  0.00
O  -0.30  1.66  0.64  0.08
H  0.25  3.98  0.37  0.00